a.
18
Properties=species:S:1:pos:R:3:nbo_charge:R:1 method="wB97M-V/def2-TZVPD" smiles="C[Si](C)(C)/C=C/I" e_homo_ha=-0.326
I 0.979 -4.490 -0.406 0.078
Si -0.128 0.478 0.130 1.568
C -1.730 0.527 -0.922 -1.106
C 0.775 -2.368 -0.476 -0.348
C 1.364 1.051 -0.911 -1.123
C -0.251 1.194 1.872 -1.139
C 0.211 -1.634 0.454 -0.517
H -0.625 2.159 1.957 0.239
H 1.792 1.990 -0.410 0.248
H 0.734 1.330 2.541 0.253
H -1.558 0.147 -1.881 0.237
H 2.122 0.155 -1.080 0.258
H 0.962 -1.883 -1.347 0.180
H -2.175 1.550 -1.041 0.239
H -0.139 -2.107 1.313 0.196
H -2.607 -0.115 -0.515 0.249
H 1.114 1.317 -1.894 0.237
H -0.838 0.700 2.617 0.254

b.
18
Properties=species:S:1:pos:R:3:nbo_charge:R:1 method="wB97M-V/def2-TZVPD" smiles=C[C@@]1(I)C[Si]1(C)C e_homo_ha=-0.307
I -2.959 0.354 0.379 0.130
Si 0.249 -0.505 -0.553 1.525
C -0.106 1.289 -0.787 -0.883
C -0.782 -1.893 -1.350 -1.075
C 2.001 -1.049 -0.081 -1.085
C -0.422 1.657 1.823 -0.599
C -0.889 0.678 0.408 -0.585
H -1.337 -2.201 -0.524 0.246
H 0.660 1.678 2.029 0.206
H -0.213 -2.570 -1.869 0.234
H 0.662 1.802 -0.226 0.241
H 2.277 -0.749 0.942 0.250
H 1.949 -2.117 -0.206 0.240
H -0.990 2.606 1.693 0.212
H 2.696 -0.556 -0.704 0.246
H -1.490 -1.543 -2.112 0.254
H -0.597 1.839 -1.589 0.243
H -0.708 1.281 2.728 0.201

Relative energies in kJ/mol: a 0.0; b 63.9

a.
14
Properties=species:S:1:pos:R:3:nbo_charge:R:1 method="wB97M-V/def2-TZVPD" total_charge=-1 e_homo_ha=-0.151
O 1.278 0.002 -0.033 -0.807
O -0.797 0.812 -0.521 -0.820
N 0.969 1.840 -1.466 -0.912
C -1.002 -1.044 1.669 -0.617
C 0.467 0.767 -0.629 0.859
C -0.733 -2.151 0.665 -0.597
H -0.270 -1.730 -0.206 0.249
H 1.907 2.147 -1.212 0.342
H -1.321 -1.498 2.665 0.149
H -1.837 -0.372 1.305 0.224
H -0.076 -0.411 1.776 0.245
H -1.682 -2.603 0.350 0.167
H -0.114 -3.012 1.156 0.163
H 0.367 2.656 -1.377 0.355

b.
14
Properties=species:S:1:pos:R:3:nbo_charge:R:1 method="wB97M-V/def2-TZVPD" total_charge=-1 smiles=N[C@@H](C[O-])CO e_homo_ha=-0.088
O -2.204 -0.436 -0.922 -0.970
O 1.188 -0.531 1.956 -0.763
N 1.450 0.939 -0.704 -0.844
C -0.028 -0.427 1.080 -0.091
C 0.030 0.465 -0.237 -0.077
C -0.844 -0.154 -1.306 -0.067
H -0.908 0.426 -2.222 0.126
H -0.329 1.475 0.057 0.142
H -0.906 0.056 1.585 0.200
H -0.331 -1.533 0.784 0.184
H 1.459 1.944 -0.550 0.334
H -0.091 -0.964 -1.692 0.066
H 1.984 -0.307 1.479 0.450
H 2.150 0.760 0.005 0.309

c.
14
Properties=species:S:1:pos:R:3:nbo_charge:R:1 method="wB97M-V/def2-TZVPD" total_charge=-1 smiles=N[C@H](C[O-])CO e_homo_ha=-0.082
O -0.062 -0.232 2.382 -0.992
O 0.783 1.406 -1.609 -0.763
N -0.027 -1.187 -1.182 -0.888
C 0.173 -0.313 0.028 -0.107
C -0.059 1.108 -0.478 -0.074
C -0.717 -0.622 1.210 -0.072
H 0.859 0.510 -1.992 0.479
H -1.031 -1.183 -1.382 0.343
H -1.103 1.152 -0.812 0.132
H -1.001 -1.678 1.339 0.102
H 0.140 1.761 0.369 0.201
H -1.675 -0.055 1.114 0.086
H 1.198 -0.447 0.369 0.197
H 0.245 -2.131 -0.961 0.354

Relative energies in kJ/mol: a 0.0; b 365.4; c 227.2